Here is a 2-piece molecular cluster, CHBrClFN5O2 overall from the OMol25 dataset. Energies are from ωB97M-V with the def2-TZVPD basis set.

## Properties
energy above the lowest of the compared OMol25 structures with the same formula, charge and spin: 0.80 kcal/mol
E_tot: -97862.59766 eV
HOMO: -14.1 eV
total charge: +1

CARTESIAN COORDINATES (ANGSTROEM)
C (-2.4012, -1.1871, -0.3001)
N (-1.0525, -1.0645, -0.1691)
N (-2.7200, -2.4447, 0.0333)
N (-1.5828, -3.1205, 0.2485)
N (-3.2184, -0.0886, -0.4105)
N (-0.6447, -2.2431, 0.1351)
O (-4.4642, -0.3545, 0.0026)
O (-2.7770, 0.9763, -0.7161)
F (-3.9391, -2.7286, 0.3250)
Cl (1.6214, 0.0922, -1.3235)
Br (-5.6018, 1.0357, 0.1203)
H (2.4038, 1.0946, -1.5847)

Which charges does Mulliken predict for the atoms? In e, they are: number 1, C, carries 0.1722; number 2, N, carries 0.0249; number 3, N, carries 0.6999; number 4, N, carries -0.3453; number 5, N, carries 0.9302; number 6, N, carries -0.0977; number 7, O, carries -0.2994; number 8, O, carries -0.3000; number 9, F, carries -0.1238; number 10, Cl, carries -0.2525; number 11, Br, carries 0.3208; number 12, H, carries 0.2708

Here is C3H7NO4 as an isolated structure from the OMol25 dataset. Energies are from ωB97M-V with the def2-TZVPD basis set.

## Properties
energy above the lowest of the compared OMol25 structures with the same formula, charge and spin: 106.40 kcal/mol
E_tot: -12901.37259 eV
HOMO: -10.4 eV
total charge: 0

CARTESIAN COORDINATES (ANGSTROEM)
C (-0.8817, -1.1874, -1.0586)
C (1.5708, 0.5636, -0.4987)
O (-0.4831, 0.1294, -0.6851)
N (2.4299, -0.3108, -0.4255)
H (2.3390, -0.9959, 0.3208)
H (1.5253, 1.4129, -1.1621)
H (-0.3482, -1.4311, -1.9763)
H (-0.6513, -1.9446, -0.3084)
H (-1.9560, -1.1871, -1.2408)
C (-0.7432, 0.4916, 0.7449)
O (0.9242, 1.2065, 0.9494)
O (-1.6364, 1.5173, 0.6937)
O (-0.7412, -0.3856, 1.5919)
H (-2.4098, 1.2638, 1.2143)
H (1.0617, 0.8574, 1.8404)

Which charges does Mulliken predict for the atoms? In e, they are: number 1, C, carries -0.7351; number 2, C, carries 0.2774; number 3, O, carries -0.3268; number 4, N, carries -0.5603; number 5, H, carries 0.2856; number 6, H, carries 0.3451; number 7, H, carries 0.2730; number 8, H, carries 0.3473; number 9, H, carries 0.2782; number 10, C, carries 0.7796; number 11, O, carries -0.5355; number 12, O, carries -0.5001; number 13, O, carries -0.6407; number 14, H, carries 0.3697; number 15, H, carries 0.3426

Here is a 2-piece molecular cluster, CH2S3 overall from the OMol25 dataset. Energies are from ωB97M-V with the def2-TZVPD basis set.

## Properties
energy above the lowest of the compared OMol25 structures with the same formula, charge and spin: 1.24 kcal/mol
E_tot: -33574.78178 eV
HOMO: -9.7 eV
total charge: 0

CARTESIAN COORDINATES (ANGSTROEM)
C (0.8707, 2.4528, 3.5012)
S (0.7828, 3.6759, 2.5503)
S (0.3294, -0.5652, 0.6397)
S (0.8724, 1.1342, 4.3200)
H (-0.6202, 0.0637, 1.3555)
H (0.0067, -0.0966, -0.5889)

Which charges does Mulliken predict for the atoms? In e, they are: number 1, C, carries 0.4896; number 2, S, carries -0.2467; number 3, S, carries -0.2822; number 4, S, carries -0.2427; number 5, H, carries 0.1352; number 6, H, carries 0.1467

Here is one molecule with the formula C21H23N3O4 from the OMol25 dataset. Energies are from ωB97M-V with the def2-TZVPD basis set.

## Properties
SMILES string: COCCCN1C(=O)N(c2ccccc2)C(=O)[C@@H]1CC(=O)Nc1ccccc1
energy above the lowest of the compared OMol25 structures with the same formula, charge and spin: 13.44 kcal/mol
E_tot: -34812.38460 eV
HOMO: -8.7 eV
total charge: 0

CARTESIAN COORDINATES (ANGSTROEM)
C (6.7971, 0.2074, -1.0816)
O (5.4607, -0.1537, -0.8618)
C (4.5955, 0.9564, -0.7704)
C (3.1614, 0.4675, -0.6195)
C (3.0059, -0.4014, 0.6301)
N (1.6185, -0.6963, 0.9187)
C (0.8694, -1.5120, 0.1470)
O (1.1958, -2.1014, -0.8464)
N (-0.4203, -1.5695, 0.7454)
C (-1.4969, -2.2999, 0.1818)
C (-2.7512, -1.7136, 0.0820)
C (-3.7961, -2.4315, -0.4705)
C (-3.5913, -3.7214, -0.9300)
C (-2.3355, -4.2970, -0.8349)
C (-1.2842, -3.5933, -0.2753)
C (-0.4831, -0.8208, 1.8742)
O (-1.4338, -0.6614, 2.6048)
C (0.8936, -0.1769, 2.0443)
C (0.7754, 1.3601, 2.0838)
C (-0.0331, 1.8763, 0.8937)
O (0.5028, 2.2694, -0.1202)
N (-1.3704, 1.8286, 1.1077)
C (-2.4152, 2.0634, 0.2025)
C (-2.2092, 2.4847, -1.1062)
C (-3.2958, 2.6692, -1.9427)
C (-4.5844, 2.4411, -1.4919)
C (-4.7894, 2.0240, -0.1869)
C (-3.7130, 1.8357, 0.6579)
H (7.1837, 0.8276, -0.2618)
H (7.3666, -0.7181, -1.1353)
H (6.9118, 0.7620, -2.0217)
H (4.6814, 1.5771, -1.6753)
H (4.8823, 1.5799, 0.0938)
H (2.4921, 1.3271, -0.5672)
H (2.8910, -0.1301, -1.4895)
H (3.4269, 0.1009, 1.5035)
H (3.5422, -1.3410, 0.4730)
H (-2.9084, -0.7056, 0.4301)
H (-4.7710, -1.9741, -0.5477)
H (-4.4091, -4.2769, -1.3641)
H (-2.1713, -5.3015, -1.1947)
H (-0.3030, -4.0342, -0.2047)
H (1.3465, -0.5144, 2.9880)
H (0.2985, 1.6425, 3.0229)
H (1.7726, 1.7988, 2.0384)
H (-1.6823, 1.4594, 1.9987)
H (-1.2080, 2.6598, -1.4613)
H (-3.1291, 2.9939, -2.9588)
H (-5.4257, 2.5868, -2.1524)
H (-5.7904, 1.8424, 0.1754)
H (-3.8706, 1.5036, 1.6752)

Which charges does Mulliken predict for the atoms? In e, they are: number 1, C, carries -0.7576; number 2, O, carries -0.2667; number 3, C, carries -0.8529; number 4, C, carries 0.0686; number 5, C, carries -1.1335; number 6, N, carries 0.2641; number 7, C, carries 0.4511; number 8, O, carries -0.6259; number 9, N, carries 0.4605; number 10, C, carries 0.2286; number 11, C, carries -0.2070; number 12, C, carries -0.6979; number 13, C, carries -0.4307; number 14, C, carries -0.6686; number 15, C, carries -0.2453; number 16, C, carries 0.0885; number 17, O, carries -0.6356; number 18, C, carries 0.0715; number 19, C, carries -1.1682; number 20, C, carries 0.4407; number 21, O, carries -0.6811; number 22, N, carries -0.0135; number 23, C, carries 0.4936; number 24, C, carries -0.5595; number 25, C, carries -0.6478; number 26, C, carries -0.5237; number 27, C, carries -0.5992; number 28, C, carries -0.3129; number 29, H, carries 0.3108; number 30, H, carries 0.2358; number 31, H, carries 0.2956; number 32, H, carries 0.4348; number 33, H, carries 0.3571; number 34, H, carries 0.0724; number 35, H, carries 0.3395; number 36, H, carries 0.3949; number 37, H, carries 0.3324; number 38, H, carries 0.4229; number 39, H, carries 0.4130; number 40, H, carries 0.3897; number 41, H, carries 0.3700; number 42, H, carries 0.4107; number 43, H, carries 0.3078; number 44, H, carries 0.4877; number 45, H, carries 0.5541; number 46, H, carries 0.2841; number 47, H, carries 0.4839; number 48, H, carries 0.3757; number 49, H, carries 0.4047; number 50, H, carries 0.4009; number 51, H, carries 0.3817

Here is a 3-piece molecular cluster, C28H33N5O7 overall from the OMol25 dataset. Energies are from ωB97M-V with the def2-TZVPD basis set.

## Properties
SMILES string: [H]/N=C\C[C@]1(O)C(=O)NC[C@@H]1CCCNCc1ccccc1O.O=[N+]([O-])c1ccccc1.O=[N+]([O-])c1ccccc1
E_tot: -51348.32639 eV
HOMO: -8.5 eV
total charge: 0

CARTESIAN COORDINATES (ANGSTROEM)
H (1.5314, -3.8537, 3.0946)
N (2.2762, -4.3169, 2.5706)
C (2.5703, -3.6401, 1.5457)
C (1.9131, -2.3559, 1.0744)
C (2.3431, -1.1052, 1.8226)
O (3.7569, -0.9338, 1.6878)
C (1.9862, -1.0129, 3.3185)
O (1.5318, -1.8565, 4.0515)
N (2.2307, 0.3150, 3.6867)
C (2.1244, 1.1461, 2.4540)
C (1.6290, 0.1776, 1.3693)
C (0.1009, 0.0188, 1.2954)
C (-0.6420, 1.3518, 1.4014)
C (-1.9868, 1.3968, 0.6300)
N (-2.5606, 0.0833, 0.3379)
C (-3.9860, -0.0680, 0.6324)
C (-4.2220, -0.9149, 1.8669)
C (-3.4631, -0.6948, 3.0094)
C (-3.6454, -1.4499, 4.1556)
C (-4.6175, -2.4390, 4.1670)
C (-5.3848, -2.6654, 3.0417)
C (-5.1927, -1.9031, 1.8953)
O (-5.9637, -2.1369, 0.7661)
H (3.3669, -4.0321, 0.9114)
H (0.8314, -2.4858, 1.0673)
H (2.2195, -2.2025, 0.0364)
H (4.1871, -1.2853, 2.4749)
H (1.5251, 0.5395, 4.3814)
H (3.1290, 1.4387, 2.1715)
H (1.5383, 2.0424, 2.6049)
H (1.9860, 0.4503, 0.3718)
H (-0.2183, -0.6426, 2.1071)
H (-0.1362, -0.5032, 0.3756)
H (-0.0065, 2.1483, 1.0101)
H (-0.8249, 1.5488, 2.4590)
H (-2.6866, 1.9658, 1.2416)
H (-1.8262, 1.9530, -0.2966)
H (-2.3788, -0.1624, -0.6222)
H (-4.4777, 0.9036, 0.7438)
H (-4.4747, -0.5567, -0.2092)
H (-2.7036, 0.0759, 3.0098)
H (-3.0275, -1.2634, 5.0224)
H (-4.7881, -3.0462, 5.0456)
H (-6.1398, -3.4417, 3.0255)
H (-6.8884, -2.0571, 1.0225)
O (-0.6857, -0.1190, -1.9025)
N (-0.5014, 0.0526, -3.0953)
O (0.2925, 0.8410, -3.5597)
C (-1.3038, -0.7545, -4.0283)
C (-2.2326, -1.6432, -3.5170)
C (-2.9966, -2.3867, -4.4015)
C (-2.8206, -2.2354, -5.7707)
C (-1.8765, -1.3431, -6.2619)
C (-1.1081, -0.5923, -5.3873)
H (-2.3589, -1.7577, -2.4504)
H (-3.7298, -3.0837, -4.0201)
H (-3.4220, -2.8156, -6.4579)
H (-1.7394, -1.2293, -7.3283)
H (-0.3722, 0.1066, -5.7555)
O (3.0039, 3.3787, 0.9016)
N (2.8405, 3.8815, -0.1939)
O (1.8193, 4.4291, -0.5544)
C (3.9563, 3.8047, -1.1502)
C (5.1113, 3.1441, -0.7744)
C (6.1514, 3.0575, -1.6856)
C (6.0241, 3.6290, -2.9447)
C (4.8564, 4.2929, -3.2981)
C (3.8084, 4.3837, -2.3967)
H (5.1965, 2.7025, 0.2073)
H (7.0608, 2.5405, -1.4122)
H (6.8375, 3.5550, -3.6544)
H (4.7598, 4.7382, -4.2786)
H (2.8935, 4.8933, -2.6588)

Which charges does Mulliken predict for the atoms? In e, they are: number 1, H, carries 0.3337; number 2, N, carries -0.6810; number 3, C, carries -0.3243; number 4, C, carries -0.9492; number 5, C, carries 0.7852; number 6, O, carries -0.5959; number 7, C, carries -0.0113; number 8, O, carries -0.6078; number 9, N, carries -0.3034; number 10, C, carries -1.2174; number 11, C, carries 0.1651; number 12, C, carries -0.5902; number 13, C, carries -0.6471; number 14, C, carries -1.2901; number 15, N, carries 0.4163; number 16, C, carries -1.2169; number 17, C, carries 0.5382; number 18, C, carries 0.0809; number 19, C, carries -0.9025; number 20, C, carries -0.3721; number 21, C, carries -0.5831; number 22, C, carries 0.4406; number 23, O, carries -0.5846; number 24, H, carries 0.3812; number 25, H, carries 0.3478; number 26, H, carries 0.4505; number 27, H, carries 0.4605; number 28, H, carries 0.3903; number 29, H, carries 0.2309; number 30, H, carries 0.5245; number 31, H, carries 0.9808; number 32, H, carries 0.2697; number 33, H, carries 0.3617; number 34, H, carries 0.3312; number 35, H, carries 0.2583; number 36, H, carries 0.5109; number 37, H, carries 0.4059; number 38, H, carries -0.1914; number 39, H, carries 0.3247; number 40, H, carries 0.3871; number 41, H, carries 0.2728; number 42, H, carries 0.4073; number 43, H, carries 0.3708; number 44, H, carries 0.4026; number 45, H, carries 0.3189; number 46, O, carries -0.5013; number 47, N, carries 0.9420; number 48, O, carries -0.6197; number 49, C, carries 0.1181; number 50, C, carries -0.1419; number 51, C, carries -0.6166; number 52, C, carries -0.4395; number 53, C, carries -0.4197; number 54, C, carries -0.4957; number 55, H, carries 0.4743; number 56, H, carries 0.4027; number 57, H, carries 0.3867; number 58, H, carries 0.3758; number 59, H, carries 0.4639; number 60, O, carries -0.5981; number 61, N, carries 1.0662; number 62, O, carries -0.6289; number 63, C, carries 0.2225; number 64, C, carries -0.2885; number 65, C, carries -0.5021; number 66, C, carries -0.4374; number 67, C, carries -0.4465; number 68, C, carries -0.4465; number 69, H, carries 0.4430; number 70, H, carries 0.3829; number 71, H, carries 0.3802; number 72, H, carries 0.3813; number 73, H, carries 0.4627

Here is C14H31NO6SSi2 as an isolated structure from the OMol25 dataset. Energies are from ωB97M-V with the def2-TZVPD basis set.

## Properties
E_tot: -55384.77251 eV
HOMO: 0.6 eV
total charge: -2

CARTESIAN COORDINATES (ANGSTROEM)
C (0.2916, -2.5430, 3.2372)
C (0.0252, -2.5623, 1.8458)
Si (-1.0378, -1.2767, 0.9058)
C (-1.2663, -1.9552, -0.8687)
C (-2.6082, -1.4940, -1.6275)
C (-3.4490, -0.3637, -0.8983)
N (-3.1082, 1.0402, -0.8432)
O (-4.5310, -0.7196, -0.3544)
O (-0.0381, 0.1692, 0.7865)
Si (-0.4087, 1.3065, 2.0288)
C (0.8254, 2.7915, 2.0790)
C (0.3087, 4.0655, 1.2282)
C (1.1121, 4.2150, -0.1491)
C (0.6938, 3.1046, -1.2378)
C (1.9907, 2.2279, -1.6258)
C (1.5391, 0.8004, -2.2322)
C (2.4571, 0.4351, -3.5002)
C (1.8936, -0.9391, -4.1047)
C (2.2393, -2.1602, -3.1242)
H (0.4891, -1.5246, 3.7176)
H (0.2973, -3.4784, 3.9181)
H (0.4939, -3.4254, 1.2487)
H (-2.2926, -0.9412, 1.5736)
H (-0.3775, -1.6956, -1.5311)
H (-1.2983, -3.1031, -0.8289)
H (-2.4006, -1.1392, -2.6935)
H (-3.2823, -2.4145, -1.7339)
H (-2.6325, 1.3742, -1.6860)
H (-3.8976, 1.6284, -0.5660)
H (-0.3749, 0.7126, 3.3824)
H (-1.7670, 1.8394, 1.7735)
H (0.9250, 3.1478, 3.1674)
H (1.8892, 2.4896, 1.7705)
H (0.5247, 5.0281, 1.8199)
H (-0.8230, 3.9958, 1.0518)
H (1.0068, 5.2606, -0.6033)
H (2.2375, 4.0806, 0.0440)
H (-0.1369, 2.4084, -0.8790)
H (0.2897, 3.6653, -2.1391)
H (2.5984, 2.8316, -2.3827)
H (2.6423, 2.0766, -0.7059)
H (1.6852, 0.0131, -1.4164)
H (0.4477, 0.8989, -2.5564)
H (3.5530, 0.3903, -3.2090)
H (2.3028, 1.2619, -4.2859)
H (0.7548, -0.8896, -4.1917)
H (2.2806, -1.1413, -5.1589)
H (1.8422, -3.1328, -3.5813)
H (1.7472, -2.0741, -2.1020)
H (3.3651, -2.2066, -2.9566)
O (-2.8988, -4.9041, 5.1656)
S (-1.8063, -4.4170, 6.0406)
O (-0.4964, -4.8689, 5.4954)
O (-1.9870, -4.9555, 7.4093)
O (-1.8305, -2.9334, 6.0837)

Which charges does Mulliken predict for the atoms? In e, they are: number 1, C, carries -0.3968; number 2, C, carries -0.0647; number 3, Si, carries 0.0941; number 4, C, carries -0.0494; number 5, C, carries -0.5703; number 6, C, carries 0.2670; number 7, N, carries -0.3258; number 8, O, carries -0.6016; number 9, O, carries 0.1803; number 10, Si, carries 0.3003; number 11, C, carries -0.7078; number 12, C, carries -0.5654; number 13, C, carries -0.8655; number 14, C, carries 0.0787; number 15, C, carries -0.6997; number 16, C, carries 0.1388; number 17, C, carries -0.7524; number 18, C, carries -0.3091; number 19, C, carries -0.8664; number 20, H, carries 0.0489; number 21, H, carries 0.1911; number 22, H, carries 0.2235; number 23, H, carries -0.0749; number 24, H, carries -0.3319; number 25, H, carries 0.4556; number 26, H, carries 0.3021; number 27, H, carries 0.2570; number 28, H, carries 0.2442; number 29, H, carries 0.2290; number 30, H, carries -0.2071; number 31, H, carries -0.1985; number 32, H, carries 0.3714; number 33, H, carries 0.2883; number 34, H, carries 0.3205; number 35, H, carries 0.2701; number 36, H, carries 0.3683; number 37, H, carries 0.3427; number 38, H, carries -0.2310; number 39, H, carries 0.3777; number 40, H, carries 0.2673; number 41, H, carries 0.3391; number 42, H, carries -0.0572; number 43, H, carries 0.0514; number 44, H, carries 0.2871; number 45, H, carries 0.3395; number 46, H, carries 0.1748; number 47, H, carries 0.3117; number 48, H, carries 0.2950; number 49, H, carries 0.1316; number 50, H, carries 0.3101; number 51, O, carries -0.7750; number 52, S, carries 1.1416; number 53, O, carries -0.8044; number 54, O, carries -0.7862; number 55, O, carries -0.7576